# 1
{
  "formula": "C26H34N4SSb2Se5Si2W",
  "method": "wB97M-V/def2-TZVPD",
  "total_charge": -2,
  "homo_ev": [-1.511, -1.510],
  "multiplicity": 1,
  "species": ["C", "C", "H", "Se", "C", "H", "C", "C", "H", "H", "H", "H", "S", "C", "H", "N", "C", "H", "H", "C", "Se", "C", "H", "H", "Se", "C", "C", "C", "H", "C", "Sb", "H", "Se", "C", "H", "H", "W", "H", "C", "C", "H", "H", "H", "H", "H", "C", "H", "H", "C", "H", "C", "C", "Sb", "C", "C", "H", "H", "H", "N", "C", "C", "Si", "C", "Si", "H", "N", "N", "Se", "H", "C", "H", "H", "H", "H", "H"],
  "xyz": [[1.006768, 2.314007, 1.994027], [-2.526983, 1.336743, -1.830103], [-4.137774, -0.308867, 0.053349], [4.485099, -1.150827, 1.710309], [-3.604809, -1.005863, -0.591881], [-1.187792, -4.901666, -0.666044], [-1.191472, -2.669047, -2.511001], [0.514793, 2.357322, -3.689635], [1.560470, 2.092426, -3.842576], [-0.875807, -4.660578, -3.284374], [-3.191886, -0.362492, -3.991915], [-2.572785, 5.133429, 3.591926], [-2.500409, 0.540586, 1.960407], [-0.545546, 4.930265, -2.135028], [-1.582496, 4.832145, -2.463461], [-1.193592, -1.926963, 1.143806], [2.954851, 1.540444, 1.079089], [-0.474873, -4.327306, 0.836694], [1.150089, 3.775916, 3.573710], [1.642156, -3.300531, -2.206610], [-3.240008, -3.495925, 2.621173], [-1.383578, -3.711695, -3.430598], [-0.647621, 3.894076, 3.001620], [-2.339485, -4.365855, -5.235507], [2.844152, -4.533659, 1.177705], [1.667793, 3.187116, 2.829724], [3.065574, 3.218006, 2.776988], [-4.554247, 4.296572, 3.471644], [0.245575, 3.192217, -4.338177], [-2.199418, -3.549478, -4.535096], [0.273657, 2.937629, -1.627612], [4.784532, 2.351705, 1.819229], [0.876937, -0.845992, 2.972545], [-0.290161, -4.452736, -0.226151], [2.398603, 4.484390, -2.338848], [-3.564647, -1.965760, -0.078752], [0.315750, -0.527045, 0.508046], [-0.525712, 5.564639, -1.246002], [-1.971660, -2.546885, 1.745689], [-2.553536, 3.132969, 2.834223], [2.257401, -4.027551, -1.674346], [0.033692, 5.410050, -2.927004], [2.436254, 4.267148, -0.571373], [-1.947839, 1.770569, -2.644947], [-3.448708, -2.178936, -5.630978], [-2.672494, -1.303138, -3.832857], [3.425585, 0.885698, 0.363703], [1.284223, -3.742447, -3.140814], [-2.828854, -2.323979, -4.752265], [3.619606, 3.866356, 3.443909], [-4.679636, 2.063012, 2.592674], [-5.305358, 3.191137, 3.112265], [2.341006, -2.168624, 1.100288], [-3.299702, 2.020242, 2.463247], [3.706886, 2.398979, 1.887471], [-0.094213, 1.485808, -3.925837], [-2.580683, 2.072368, -1.022906], [-5.033229, 5.179902, 3.873545], [1.634161, 1.488399, 1.142187], [-0.463090, 2.133063, 2.033552], [-3.171530, 4.271640, 3.318356], [0.117368, -2.857321, -1.155738], [-1.870953, -1.475409, -2.696444], [-1.895418, -0.350401, -1.187706], [0.550812, -5.136588, -0.312105], [-0.991733, 1.151716, 1.374633], [-1.156102, 3.072416, 2.731050], [1.774001, -0.109614, -1.405159], [2.986772, 2.955161, -1.636472], [2.267293, 3.766932, -1.526693], [-6.380679, 3.199022, 3.234934], [-3.545228, 1.169304, -2.195685], [2.260199, -2.446886, -2.467857], [-5.259931, 1.195864, 2.300964], [-4.190996, -1.139514, -1.506628]],
  "atomic_forces_ev_per_a": [[-0.3, -0.1, -0.1], [0.0, 0.1, 0.1], [0.0, 0.0, 0.0], [0.2, 0.0, -0.3], [0.0, 0.0, 0.1], [0.0, 0.0, 0.0], [0.1, -0.2, -0.2], [0.0, -0.1, 0.0], [0.0, 0.0, 0.0], [0.0, 0.0, 0.0], [0.0, 0.0, 0.0], [0.0, 0.0, 0.0], [0.0, 0.2, 0.1], [0.0, -0.2, 0.0], [0.0, 0.0, 0.0], [0.1, 0.5, 0.5], [0.0, 0.2, -0.1], [0.0, 0.0, 0.0], [0.0, 0.0, 0.0], [0.0, -0.1, 0.1], [0.5, 0.4, -0.3], [0.0, 0.0, 0.1], [0.0, 0.0, 0.0], [0.0, 0.0, 0.0], [-0.2, 0.0, 0.1], [0.2, 0.0, 0.0], [-0.2, 0.1, 0.1], [0.1, 0.0, 0.0], [0.0, 0.0, 0.0], [0.0, 0.1, 0.0], [0.3, 0.8, 0.1], [0.0, 0.0, 0.0], [0.5, -0.4, 0.1], [-0.2, 0.0, -0.1], [0.0, 0.0, 0.0], [0.0, 0.0, 0.0], [-1.0, -0.4, -2.9], [0.0, 0.0, 0.0], [-0.6, -0.5, 0.2], [0.2, 0.0, -0.1], [0.0, 0.0, 0.0], [0.0, 0.0, 0.0], [0.0, 0.0, 0.0], [0.0, 0.0, -0.1], [0.0, 0.0, 0.0], [0.0, 0.0, 0.1], [0.0, 0.0, 0.0], [0.0, -0.1, 0.0], [0.0, -0.1, 0.0], [0.0, 0.0, 0.0], [0.0, 0.0, -0.1], [0.0, 0.0, 0.0], [0.8, -0.4, 1.6], [-0.1, 0.0, 0.0], [0.1, -0.1, -0.2], [0.0, 0.0, 0.0], [-0.1, 0.0, 0.0], [0.0, 0.0, 0.0], [-0.1, 0.0, 0.3], [0.3, 0.3, -0.5], [-0.1, 0.0, 0.0], [0.4, 0.4, 0.4], [0.2, 0.2, -0.2], [-0.1, -0.3, 0.1], [0.0, -0.1, -0.1], [0.2, -0.7, 1.1], [-0.2, -0.2, 0.2], [-0.8, 0.4, 0.1], [0.0, 0.0, 0.0], [0.0, 0.0, 0.0], [0.0, 0.0, 0.0], [0.0, 0.0, 0.0], [0.0, 0.0, 0.0], [0.0, 0.0, 0.0], [0.0, 0.0, 0.0]]
}

---

# 2
{
  "formula": "C20H60N4O10",
  "method": "wB97M-V/def2-TZVPD",
  "homo_ev": -8.212,
  "smiles": "NC(N)=O.NC(N)=O.CC(C)O.CC(C)O.CC(C)O.CC(C)O.CC(C)O.CO.CO.CO",
  "multiplicity": 1,
  "species": ["C", "H", "H", "H", "N", "C", "H", "H", "H", "H", "C", "C", "C", "H", "H", "H", "H", "C", "H", "H", "H", "H", "C", "H", "H", "H", "H", "H", "N", "H", "H", "H", "H", "H", "O", "H", "H", "C", "H", "H", "O", "O", "H", "O", "C", "H", "C", "O", "C", "N", "H", "O", "H", "H", "C", "H", "H", "H", "H", "H", "H", "H", "H", "H", "H", "C", "C", "H", "C", "H", "H", "H", "H", "H", "H", "H", "C", "O", "C", "H", "O", "H", "H", "H", "H", "C", "C", "H", "C", "H", "H", "N", "O", "O"],
  "xyz": [[-2.994525, -2.877526, -1.260391], [4.557874, 2.301162, 4.382721], [-3.281721, -2.945854, 2.986954], [-4.413448, -1.850120, -0.275773], [2.618565, -2.161801, 0.926325], [4.853948, 1.541085, 3.673820], [-0.590925, 0.375819, 2.209135], [2.681472, -2.811253, 0.116237], [2.324147, -3.417683, -3.482588], [2.761325, 0.819406, 4.828608], [-1.740097, -1.499018, 2.508940], [-1.333938, -1.257617, -4.182633], [-1.483454, 2.854124, -2.843143], [-5.052239, -3.315942, -0.989738], [2.008575, -0.897989, 3.027829], [-0.528056, -0.902920, -0.907376], [-2.782836, 4.152694, 1.146955], [-1.864114, -0.449000, -5.428681], [-3.772063, -1.236011, 3.109546], [4.020294, 0.095567, 2.493830], [1.651857, 1.305315, 2.343645], [0.070674, 2.932629, 1.163029], [1.582172, -2.387874, 1.649832], [-1.345390, -0.621904, -6.306566], [-1.741534, 2.556356, 3.964208], [-1.895370, 0.727991, -1.358549], [0.682220, -0.679801, -4.625278], [0.674429, 4.252944, 2.258190], [-2.874985, -3.980552, -1.876797], [1.697502, -0.311309, -0.899228], [4.194335, -0.294266, -1.263832], [0.467425, -1.383074, -2.969092], [0.955892, -0.041515, 0.574519], [0.471035, -1.690263, 3.101214], [2.908347, -3.720723, -1.668264], [-4.103472, 3.157269, -2.234028], [5.328286, 2.127089, 2.837911], [-1.256448, 3.685332, 2.613098], [3.373415, -1.512840, 1.031776], [1.197535, 1.400441, -0.459196], [-0.349375, 0.032121, -0.863339], [-1.001861, 2.739890, 3.409057], [-0.456581, 4.685545, 0.948760], [-1.958127, -2.000033, -1.014296], [3.027344, -2.946767, -2.846978], [-2.192801, -2.802781, -4.443553], [-2.523405, 3.345184, 1.846908], [5.133427, -0.617375, 0.567655], [4.930543, -0.913055, -0.759553], [1.369869, -1.628678, 2.701619], [-4.124923, 3.160295, -0.454860], [-1.326864, -2.541045, -4.357339], [-1.944744, -4.238171, -2.153935], [4.661372, -1.972156, -0.906773], [-1.599893, -0.003146, 2.165432], [-3.502569, -1.926038, 1.495426], [-2.007404, -1.113437, -3.302305], [-0.521350, 2.311490, -2.968912], [2.883425, -4.660647, -1.915919], [-1.560063, 2.426242, -0.740833], [-0.840261, -0.803405, 4.005278], [2.911841, -1.883599, -2.707178], [-3.297690, 4.377421, -1.412819], [4.005611, -3.071070, -3.284969], [-1.889636, 0.229855, 1.122804], [3.593738, 0.826094, 3.201201], [-0.117223, 3.894171, 1.668283], [-2.895996, -0.718181, -5.673913], [2.666403, 1.694067, 2.325225], [5.574432, 0.975913, 4.226005], [-1.778345, 0.602363, -5.189798], [0.001014, 0.248868, -3.318315], [3.028759, 1.757251, 1.332200], [-2.233047, 0.672284, 2.724633], [-3.382755, 3.187357, 2.455036], [5.776708, -0.632407, -1.340807], [-2.256464, 2.404189, -1.583298], [-1.263966, -1.597011, 3.653852], [-3.489238, 3.321254, -1.335806], [-1.381822, 3.896746, -2.793568], [0.784382, -3.445019, 1.272797], [-1.433261, 4.681431, 3.098552], [-2.484219, 2.411489, 1.286102], [-3.494965, -4.730202, -1.721921], [-1.202445, -2.067162, 1.817713], [0.977418, 0.306716, -0.413170], [-3.156232, -1.942759, 2.553514], [-2.073407, 2.650304, -3.756488], [0.086685, -0.746632, -3.745762], [2.662279, 2.680281, 2.704332], [5.523956, -1.363913, 0.950681], [-4.252671, -2.635249, -0.900241], [-2.627302, 1.223793, -1.620076], [2.994995, 0.218950, 4.076487]],
  "atomic_forces_ev_per_a": [[3.9, 6.8, 2.9], [-0.3, 0.6, 0.4], [0.2, 0.3, -0.2], [0.1, -0.3, -0.4], [2.9, -1.1, -3.7], [-0.2, 2.1, -1.0], [0.6, -0.2, 0.4], [0.0, 0.6, 0.8], [-0.9, 0.6, -1.4], [0.0, -0.8, -0.7], [-3.4, 3.7, -6.2], [-0.1, 6.1, 1.6], [-0.5, -1.3, -0.4], [1.7, 1.1, 0.0], [-0.5, -0.7, -0.3], [-0.2, -0.9, 0.1], [0.0, -0.3, 0.1], [-0.8, -0.3, 2.5], [0.0, 0.0, 0.2], [-0.3, -0.2, 0.0], [0.0, -0.1, -0.1], [0.3, 0.5, 0.0], [-4.7, -5.6, -0.9], [1.6, -0.6, -1.7], [-0.7, -0.3, 0.7], [1.9, -2.4, 0.6], [0.9, -0.2, -0.6], [1.6, 0.3, 0.3], [2.6, -3.5, -2.7], [0.7, -0.1, -0.9], [-0.8, 0.1, 0.7], [0.4, -0.5, 0.1], [0.6, 0.0, 1.8], [-0.7, -0.4, 0.7], [0.4, -0.1, 1.0], [-0.2, -0.2, 0.2], [-0.2, -0.8, 0.7], [-2.9, 5.2, -4.6], [-0.2, 0.5, 0.5], [-0.2, -0.9, -0.2], [0.5, 1.6, -0.5], [3.0, -5.2, 5.2], [0.7, -0.8, 0.4], [-5.3, -4.3, -1.2], [0.6, -1.1, -0.1], [-3.0, -1.4, -0.4], [-0.3, 0.8, -1.5], [-1.0, 2.0, 0.7], [-0.4, -0.6, -1.9], [0.5, 1.0, 0.8], [0.5, -0.4, -0.2], [3.3, -5.0, -1.2], [0.2, 0.0, -0.1], [0.2, 0.4, -0.1], [-1.2, 0.2, -2.8], [-0.1, -0.3, 0.8], [0.3, 1.0, -0.5], [-0.5, 0.5, 0.3], [0.0, 0.7, 0.2], [0.5, 1.4, 0.4], [-0.4, -0.2, -0.1], [-0.6, 0.1, 0.4], [0.5, 0.6, 0.3], [0.6, -0.1, -0.3], [0.1, -0.4, 0.2], [5.9, 4.1, -8.8], [-1.4, 0.2, -1.4], [-0.1, 0.2, 0.4], [0.4, -0.4, 0.8], [0.4, -0.9, -0.1], [-0.3, 0.3, 0.0], [-0.1, 0.0, -0.1], [0.3, 0.0, -1.1], [-0.2, -0.3, 0.7], [-0.7, 0.2, 1.1], [1.3, -0.3, -0.5], [2.2, 8.3, 0.9], [4.5, -1.6, 10.6], [-0.2, -0.1, -1.3], [0.8, 1.6, -0.1], [2.8, 4.8, 1.9], [0.0, -0.3, 0.1], [0.6, 0.1, -0.2], [-0.7, -0.6, 0.1], [0.9, -1.1, -1.6], [-1.4, 0.5, -0.3], [-1.5, -0.2, -1.6], [0.0, -0.1, 0.4], [-2.1, 0.1, -0.3], [-0.3, 1.3, 0.5], [1.1, -1.5, 1.1], [-2.5, 0.8, 1.3], [-5.2, -7.7, -1.4], [-5.4, -4.3, 9.6]]
}

---

Calculated F_max (eV Å⁻¹), listed in the same order as above: 3.1, 11.8